8
Properties=species:S:1:pos:R:3 method="wB97M-V/def2-TZVPD" de_lowest_kcal_mol=17.3 lumo_energy_ev="0.19 / -3.08" gap_ev="9.5 / 9.0" charge=0 multiplicity=3
C 1.134 -2.271 1.435
O 0.290 0.216 -1.312
O 2.304 0.968 -0.134
F 2.293 -2.787 1.208
F 0.115 -3.101 1.114
F 1.168 -1.593 2.610
S 1.066 0.222 -0.092
H 0.177 0.962 1.054

***

9
Properties=species:S:1:pos:R:3 method="wB97M-V/def2-TZVPD" de_lowest_kcal_mol=48.1 lumo_energy_ev=-1.99 gap_ev=10.5 charge=0 multiplicity=1 smiles="O=[SH](=O)OC(F)(F)F"
O -1.374 -0.843 -1.391
S -1.436 -0.516 0.030
O -1.775 -1.398 1.048
O 0.275 0.467 0.790
C 1.337 0.434 0.014
F 1.729 -0.802 -0.194
F 1.207 1.107 -1.170
F 2.323 0.914 0.651
H -2.286 0.637 0.223

***

8
Properties=species:S:1:pos:R:3 method="wB97M-V/def2-TZVPD" de_lowest_kcal_mol=70.6 lumo_energy_ev="-2.89 / -1.72" gap_ev="8.7 / 10.7" charge=0 multiplicity=1
C 0.947 0.337 0.582
N -1.248 -0.843 -0.942
O -0.333 0.320 0.485
F 1.319 -0.389 1.699
F 1.405 1.625 0.664
F -1.118 0.001 -1.933
F -2.447 -0.714 -0.348
H 1.476 -0.338 -0.205

***

9
Properties=species:S:1:pos:R:3 method="wB97M-V/def2-TZVPD" de_lowest_kcal_mol=154.5 lumo_energy_ev=0.48 gap_ev=11.6 charge=0 multiplicity=1 smiles=FNC(F)(F)N(F)F
F 0.652 -1.570 -0.336
N -0.192 -0.581 0.041
C -1.231 -0.315 -0.772
F -0.895 -0.130 -2.124
F -2.246 -1.206 -0.821
N -1.949 0.849 -0.215
F -0.980 1.749 0.304
F -2.832 1.541 -1.013
H 0.056 0.122 0.722

***

6
Properties=species:S:1:pos:R:3 method="wB97M-V/def2-TZVPD" de_lowest_kcal_mol=29.3 lumo_energy_ev=-1.44 gap_ev=7.4 charge=0 multiplicity=1 smiles="FP(I)C=S"
F 1.068 -2.171 0.300
P 0.660 -0.472 0.591
I 2.228 0.286 -1.128
C -1.105 0.554 -0.023
S -1.026 1.947 0.715
H -1.824 -0.144 -0.454

***

8
Properties=species:S:1:pos:R:3 method="wB97M-V/def2-TZVPD" lumo_energy_ev="-16.10 / -15.22" gap_ev="7.7 / 8.6" charge=+3 multiplicity=4
Li -3.148 0.141 0.886
O -0.483 -0.464 0.099
H -0.524 -1.413 -0.376
O 1.679 -0.080 0.086
O -1.799 -0.320 -0.399
C 0.570 0.364 0.052
F 0.231 1.546 -0.231
V 3.474 0.225 -0.117

***

8
Properties=species:S:1:pos:R:3 method="wB97M-V/def2-TZVPD" de_lowest_kcal_mol=46.7 lumo_energy_ev=-13.52 gap_ev=9.4 charge=+2 multiplicity=1
C 0.636 -1.029 0.131
N 5.406 -0.151 -0.383
N 4.433 0.271 -0.072
N -0.319 -0.404 0.067
N 3.097 0.248 0.109
O 2.454 1.109 0.525
F 1.589 -1.772 0.244
H -1.200 0.113 -0.037

***

7
Properties=species:S:1:pos:R:3 method="wB97M-V/def2-TZVPD" de_lowest_kcal_mol=20.8 lumo_energy_ev=-1.51 gap_ev=9.2 charge=0 multiplicity=1 smiles="N#C[P@@](F)(=S)S"
N 1.077 -1.144 -2.846
C 0.277 -1.231 -2.019
P -0.747 -1.665 -0.655
F -2.176 -0.344 -1.215
S -1.237 -3.475 -0.498
S 0.187 -0.874 1.028
H 0.586 -2.174 1.339

***

6
Properties=species:S:1:pos:R:3 method="wB97M-V/def2-TZVPD" de_lowest_kcal_mol=75.8 lumo_energy_ev="-1.75 / -1.75" gap_ev="7.0 / 7.0" charge=0 multiplicity=1
C -3.886 0.223 0.133
O -2.726 0.546 -0.080
F -4.223 -0.565 1.231
S -0.287 -1.158 -0.635
S -1.303 -0.569 0.786
H -0.512 0.548 0.977

***

6
Properties=species:S:1:pos:R:3 method="wB97M-V/def2-TZVPD" de_lowest_kcal_mol=57.4 lumo_energy_ev="-1.03 / -2.57" gap_ev="8.0 / 5.8" charge=0 multiplicity=1
C 0.428 -0.451 1.120
S -1.027 -0.488 -1.944
I 2.111 -1.402 0.295
I 0.511 1.598 1.438
I -1.539 1.755 -1.716
H -0.485 -1.011 0.807

***

5
Properties=species:S:1:pos:R:3 method="wB97M-V/def2-TZVPD" lumo_energy_ev="-21.63 / -21.84" gap_ev="6.9 / 11.1" charge=+3 multiplicity=2
O 1.628 -0.450 0.790
C 0.563 -0.734 0.385
O -0.319 0.183 -0.089
In -2.002 -0.080 -1.028
H 0.130 1.081 -0.058

***

7
Properties=species:S:1:pos:R:3 method="wB97M-V/def2-TZVPD" de_lowest_kcal_mol=0.0 lumo_energy_ev=-5.40 gap_ev=6.0 charge=+1 multiplicity=1
O -1.720 1.249 0.175
C 0.039 0.407 -0.204
O 1.000 -0.200 0.183
Li 2.683 -0.827 -0.476
Na -0.362 -2.367 0.371
O -1.200 0.081 0.068
H -0.439 1.658 -0.117

***

6
Properties=species:S:1:pos:R:3 method="wB97M-V/def2-TZVPD" de_lowest_kcal_mol=10.4 lumo_energy_ev="-16.26 / -21.49" gap_ev="12.8 / 6.5" charge=+3 multiplicity=5
O 0.039 -2.429 2.020
C -0.493 -1.726 1.169
H -1.590 -1.713 1.010
O 0.138 -0.699 0.680
Li 1.709 -1.351 1.976
Rh -0.032 0.561 -0.598

***

6
Properties=species:S:1:pos:R:3 method="wB97M-V/def2-TZVPD" de_lowest_kcal_mol=0.0 lumo_energy_ev="-16.91 / -20.34" gap_ev="11.2 / 7.1" charge=+3 multiplicity=6
H -1.790 0.344 0.641
O -0.873 0.019 0.686
C -0.115 0.444 -0.365
O 0.914 -0.303 -0.386
Li 1.365 0.879 -1.812
Ru 0.498 -1.383 1.235

***

7
Properties=species:S:1:pos:R:3 method="wB97M-V/def2-TZVPD" de_lowest_kcal_mol=62.3 lumo_energy_ev=4.56 gap_ev=7.9 charge=-1 multiplicity=1
C 1.273 0.538 0.227
N -0.895 -0.888 -0.316
N -0.624 0.469 -0.286
O 1.991 0.359 -0.728
O 1.374 0.805 1.389
O -1.427 -0.109 0.781
H -1.692 -1.174 -1.068

***

6
Properties=species:S:1:pos:R:3 method="wB97M-V/def2-TZVPD" de_lowest_kcal_mol=105.3 lumo_energy_ev=-0.33 gap_ev=9.8 charge=0 multiplicity=1 smiles="N=C=NN=O"
N -0.828 -1.240 -0.185
C -0.358 -0.155 -0.375
N 0.233 0.912 -0.637
N 1.182 1.450 0.282
O 1.502 0.702 1.153
H -1.731 -1.668 -0.239

***

7
Properties=species:S:1:pos:R:3 method="wB97M-V/def2-TZVPD" de_lowest_kcal_mol=65.5 lumo_energy_ev=-0.43 gap_ev=10.6 charge=0 multiplicity=1 smiles=Oc1nnno1
O 1.384 -0.823 0.415
C 0.363 0.017 0.070
N 0.077 1.231 0.501
N -1.048 1.587 -0.239
N -1.499 0.531 -0.755
O -0.667 -0.583 -0.542
H 1.388 -1.960 0.550

***

7
Properties=species:S:1:pos:R:3 method="wB97M-V/def2-TZVPD" de_lowest_kcal_mol=75.0 lumo_energy_ev=-0.79 gap_ev=9.6 charge=0 multiplicity=1 smiles="O=c1nn[nH]o1"
O 1.138 0.097 -1.977
C 0.433 0.243 -0.969
N 0.329 1.177 0.066
N -0.237 0.838 1.125
N -0.724 -0.377 0.658
O -0.209 -0.855 -0.408
H -0.730 -1.123 1.506

***

7
Properties=species:S:1:pos:R:3 method="wB97M-V/def2-TZVPD" de_lowest_kcal_mol=32.4 lumo_energy_ev=0.52 gap_ev=11.6 charge=0 multiplicity=1 smiles="N#[N+][O-].N=C=O"
N 0.825 -0.820 0.467
N 1.652 -0.314 -0.075
O 2.326 0.236 -0.831
N -1.314 0.945 0.229
C -1.312 -0.187 -0.131
O -1.646 -1.275 -0.377
H -0.531 1.414 0.718

***

7
Properties=species:S:1:pos:R:3 method="wB97M-V/def2-TZVPD" de_lowest_kcal_mol=66.9 lumo_energy_ev=-0.76 gap_ev=9.8 charge=0 multiplicity=1 smiles=Oc1nnon1
O -1.669 -0.222 -0.006
C -0.364 -0.158 -0.013
N 0.349 0.925 -0.075
N 1.654 0.763 0.059
O 1.692 -0.795 -0.049
N 0.422 -1.239 0.019
H -2.084 0.725 0.064